1.
A molecular structure, C34H40N5O7SiZr. Source: OMol25; level of theory: the ωB97M-V functional and the def2-TZVPD basis.

Computed properties:
2S+1: 1
LUMO energy, eV: -2.80
E_HOMO, eV: -10.3389
Net charge: +1
Calculated total energy, a.u.: -2456.70635
Energy relative to the best compared isomer or geometry (same formula, charge and spin), kJ/mol: 0.00
Orbital gap, eV: 7.5374

XYZ file:
```
88
C34H40N5O7SiZr (the ωB97M-V functional and the def2-TZVPD basis)
H -2.766 4.005 -2.946
C -0.965 3.716 0.916
O -2.694 -0.572 3.318
C -1.161 3.467 4.651
H -1.686 4.844 3.079
H -3.427 3.667 -5.304
C -2.518 3.080 -3.452
H 3.133 1.765 -5.034
C 3.202 -1.496 -4.156
C -2.891 2.891 -4.773
O 0.058 -2.464 -0.137
H -0.717 4.776 0.969
H -2.720 3.411 3.154
C 2.815 0.825 -4.597
C 0.519 0.208 3.986
C 3.643 -0.286 -4.673
O 0.889 1.734 -1.080
N 2.087 -0.450 0.185
C -1.696 3.771 3.267
C -1.952 -4.017 -4.383
Zr -0.280 -0.158 0.183
C -2.579 1.697 -5.410
C 1.958 -1.578 -3.549
C -3.049 -4.350 -3.600
C 4.617 -1.227 -0.674
C -1.487 -2.111 -2.961
O -3.431 1.625 1.671
C -1.011 1.966 4.790
H -1.836 -3.064 1.400
H 2.831 2.212 -1.655
H -1.987 1.474 4.793
H -2.869 1.542 -6.442
H -2.863 -1.842 -1.332
H -0.171 -0.558 4.341
O -2.011 0.756 0.161
C -0.117 -3.663 -0.452
H 4.607 -0.218 -5.160
C -2.205 -0.378 2.241
Si -0.559 -0.519 -2.469
O 0.380 1.379 1.488
C 2.840 0.364 -0.575
C -2.596 -2.462 -2.185
C -1.839 2.077 -2.771
H -1.849 3.841 5.407
C -2.652 0.790 1.314
N 0.750 -4.263 -1.304
H 1.380 -3.666 -1.804
H -2.150 -4.752 1.818
N -1.073 -4.449 0.057
H -1.705 -4.616 -5.251
H -1.161 -5.376 -0.322
C 2.294 1.745 -0.832
H -3.658 -5.208 -3.854
H 1.033 -0.148 3.104
H 3.828 -2.377 -4.240
H 1.616 -2.541 -3.192
H -1.664 -0.229 -5.236
C -1.184 -2.904 -4.067
C 3.872 -2.046 0.161
H 4.249 -3.000 0.500
C 2.620 -1.622 0.561
H 0.513 -5.134 -1.745
N -0.208 1.435 3.690
N -0.855 3.142 2.250
H 5.590 -1.534 -1.031
H -0.496 1.717 5.717
C -2.097 -4.035 1.001
H 2.019 -2.239 1.215
H -0.338 -2.643 -4.694
C -1.516 0.867 -3.394
H 1.256 0.410 4.766
H 0.742 1.827 -2.032
H -0.279 3.219 0.242
H 0.909 1.592 -4.011
H -0.195 3.957 4.787
C -3.376 -3.564 -2.503
H 4.654 0.681 -1.664
C 4.093 0.004 -1.034
C -0.251 1.961 2.451
H -1.986 3.609 0.543
H 2.450 2.340 0.071
O -1.217 -1.059 1.700
C 1.108 -0.475 -3.441
C -1.899 0.701 -4.727
H -3.070 -3.976 0.512
C 1.567 0.726 -3.996
H -1.578 2.232 -1.733
H -4.248 -3.809 -1.908
```

---

2.
A molecular structure, C34H41BMnN9O4S. Source: OMol25; level of theory: the ωB97M-V functional and the def2-TZVPD basis.

Computed properties:
2S+1: 2
LUMO energy (spin up / spin down), eV: -4.89 / -4.53
E_HOMO (spin up / spin down), eV: -11.8103 / -11.7818
Net charge: +1
Calculated total energy, a.u.: -3687.70790
Energy relative to the best compared isomer or geometry (same formula, charge and spin), kJ/mol: 32.18
Orbital gap (spin up / spin down), eV: 6.9188 / 7.2526

XYZ file:
```
91
C34H41BMnN9O4S (the ωB97M-V functional and the def2-TZVPD basis)
S -1.683 -1.235 -1.443
C 2.228 0.119 2.978
H 0.214 -0.663 2.418
H -0.768 2.530 3.367
H -3.559 -3.541 2.374
H 2.669 -4.976 -1.587
C -2.944 -3.092 4.372
H 4.329 -3.354 -2.521
B 2.046 3.274 1.043
C 0.697 -1.869 -5.332
H -1.744 2.026 4.732
H 2.666 -0.613 3.623
H -2.787 0.632 0.966
C -0.694 -1.472 -2.934
C 2.793 1.310 2.559
N 1.808 -2.030 -0.713
C -2.698 1.023 -1.887
C -2.457 -2.109 5.215
N -1.645 0.395 -1.144
H -2.422 3.995 1.374
H 2.417 -1.619 -6.585
H 3.731 1.764 2.806
H -3.164 -4.075 4.760
N 1.906 3.101 -0.476
H -0.394 1.020 4.188
O -1.050 -1.944 -0.352
Mn -0.594 1.569 0.180
H 1.499 -3.111 -6.893
H 3.493 4.258 -1.245
H 2.079 4.056 -3.573
H -3.685 0.641 -1.588
C -1.202 1.667 3.859
C 3.791 -3.136 -1.599
H 1.394 0.135 -5.038
C 0.097 -0.465 -3.456
N 1.929 1.918 1.745
C 2.570 -2.285 -1.931
N -0.422 3.380 1.207
O -3.331 3.354 -2.112
H -3.528 2.661 2.948
H -1.414 -3.462 -3.192
C -2.652 2.523 -1.567
C 0.783 -0.662 -4.643
C -1.872 0.966 1.469
N 0.779 2.577 -0.979
C 0.539 5.239 1.853
C -3.158 -2.791 3.039
C -0.825 5.452 1.911
C -1.388 4.252 1.494
H 0.883 -2.865 0.949
H -2.285 -2.315 6.261
C 1.421 -2.058 -6.629
C -2.870 -1.529 2.541
H 1.358 5.890 2.083
H -3.939 1.391 4.107
C 2.570 3.751 -1.443
H -3.029 -1.354 1.490
H 1.940 -2.821 -2.652
H -4.310 1.171 2.403
H -2.597 0.850 -2.967
C -0.091 -2.878 -4.783
H 4.459 -2.581 -0.938
C 0.722 2.901 -2.263
C -2.179 0.935 2.919
C 1.849 3.642 -2.614
C -3.584 1.586 3.097
H 0.667 -3.776 -0.550
C 1.133 -0.945 -0.583
C -0.789 -2.683 -3.600
C -2.201 -0.839 4.727
O -1.788 2.757 -0.647
O -3.026 -1.633 -1.742
H 2.249 -4.985 0.854
C -2.386 -0.532 3.384
N 0.810 1.194 1.643
N 0.683 0.111 -0.397
C 2.599 -4.078 0.363
H 3.269 -3.555 1.047
H 3.019 3.866 1.337
H 4.198 -5.063 -0.708
H 0.188 0.476 -2.941
C 1.390 -3.209 0.047
H -0.115 2.630 -2.878
C 3.340 -4.426 -0.923
H 0.883 -1.553 -7.432
C 0.978 0.089 2.375
H -0.188 -3.816 -5.310
H -1.875 -0.088 5.426
H 2.862 -1.327 -2.368
N 0.749 3.992 1.428
H -1.342 6.342 2.195
```

---

3.
A molecular structure, C34H41BrCl2CrN3PS6. Source: OMol25; level of theory: the ωB97M-V functional and the def2-TZVPD basis.

Computed properties:
2S+1: 5
LUMO energy (spin up / spin down), eV: 3.67 / 3.67
E_HOMO (spin up / spin down), eV: 0.5343 / -1.1771
Net charge: -2
Calculated total energy, a.u.: -8753.90763
Orbital gap (spin up / spin down), eV: 3.1323 / 4.8422

XYZ file:
```
89
C34H41BrCl2CrN3PS6 (the ωB97M-V functional and the def2-TZVPD basis)
C 1.574 2.489 -2.495
C 3.472 -0.284 0.447
C 0.785 3.507 2.765
H 4.266 1.728 0.508
Br 0.471 0.443 -5.917
N -0.410 1.224 -1.956
C 0.569 2.117 -1.644
C -3.286 -2.351 0.112
C -5.291 1.916 -0.424
H 1.303 0.586 2.996
C 1.609 1.999 -3.810
C -3.100 2.166 0.693
C -0.414 0.798 -3.250
C -1.368 4.516 3.167
C 3.126 -3.700 -0.078
C -4.038 0.204 -2.206
H 1.170 -3.314 -2.253
H 0.491 -4.492 -0.511
C -4.674 -4.432 -0.670
Cl -2.753 4.542 -4.350
H -1.997 5.247 3.656
C 1.866 -0.246 3.406
H 2.545 1.614 0.104
H 3.085 1.408 1.777
H 3.304 -3.958 0.961
S -3.573 -3.998 -1.951
H -1.209 0.124 -3.533
H -2.019 2.498 -3.458
P 1.697 -1.114 0.693
C 3.330 1.209 0.739
H 1.849 3.481 2.965
H -0.506 -1.000 2.418
Cl -2.048 3.926 -1.605
H 2.217 -2.704 4.271
N -1.799 1.862 0.744
H 2.116 -3.616 2.775
H 0.460 5.202 4.046
C -2.815 -2.637 -1.130
H 2.388 2.252 -4.509
H 4.702 -1.925 1.173
C 4.617 -0.849 1.285
H -0.246 -2.737 2.426
C -3.252 0.711 -1.178
N 0.541 -0.246 0.214
H -0.217 -3.043 0.210
H 0.527 2.512 -0.640
H -5.760 2.560 0.310
C 0.672 -3.672 0.189
C 1.566 -1.519 2.613
C 1.873 -2.838 -0.252
C 0.004 4.477 3.385
H 0.832 -4.107 1.172
H 2.647 -2.363 -2.246
C -5.380 0.529 -2.367
C 2.399 -2.657 3.195
Cr -1.375 0.195 -0.495
H -3.698 2.920 -2.943
H 3.043 -0.120 -1.671
H -3.603 -0.489 -2.921
H -5.949 0.096 -3.183
H 0.805 1.816 1.416
C -3.927 1.605 -0.296
H 2.345 3.165 -2.156
C 0.232 2.589 1.899
S -5.721 -5.703 -0.785
H 2.977 -4.632 -0.632
C -2.687 3.288 -3.114
C 0.086 -1.800 2.857
H 1.544 -0.378 4.442
S -2.670 -1.104 1.117
H -7.071 1.590 -1.569
H 4.018 -3.224 -0.480
S -1.510 -1.819 -1.884
H 1.092 -1.609 -1.845
H 5.558 -0.402 0.955
C -1.924 3.601 2.301
H 4.493 -0.614 2.338
C -1.139 2.637 1.627
H 4.688 0.339 -1.226
H 4.254 -1.356 -1.284
S -3.592 3.448 1.806
C 3.881 -0.370 -1.026
C 0.557 1.148 -4.147
H 2.924 0.002 3.424
C 1.696 -2.512 -1.739
H -0.125 -1.831 3.927
S -4.567 -3.390 0.724
C -6.014 1.373 -1.462
H 3.464 -2.505 3.047
```

---

4.
A molecular structure, C34H41ClGeI2N3O2RuS2Si. Source: OMol25; level of theory: the ωB97M-V functional and the def2-TZVPD basis.

Computed properties:
2S+1: 2
LUMO energy (spin up / spin down), eV: -1.71 / -0.70
E_HOMO (spin up / spin down), eV: -7.7754 / -7.8896
Calculated total energy, a.u.: -5948.24834
Energy relative to the best compared isomer or geometry (same formula, charge and spin), kJ/mol: 300.23
Orbital gap (spin up / spin down), eV: 6.0634 / 7.1940

XYZ file:
```
88
C34H41ClGeI2N3O2RuS2Si (the ωB97M-V functional and the def2-TZVPD basis)
C -2.266 -5.610 -3.167
C -2.016 1.091 1.403
H -6.125 3.017 1.676
H 4.674 -2.424 -0.317
N 3.791 0.248 1.038
H -4.557 3.618 4.885
C -4.147 2.760 4.361
H -1.445 -10.310 3.983
O 2.157 -2.038 0.606
H -4.735 -1.551 1.054
C -1.297 -6.861 2.235
C -2.186 -3.938 2.449
N 4.314 -0.521 -1.084
C -1.425 -9.340 3.506
H -3.249 2.449 4.888
H -5.114 3.903 0.551
C 4.786 -0.591 1.677
C -2.551 -4.470 -1.074
H -2.543 -5.757 -4.202
C -1.534 -5.218 -0.495
H 6.582 -1.647 1.114
H -5.560 -3.754 2.731
C 1.091 -5.242 1.442
H 5.190 -0.044 2.532
H 4.023 -0.577 -2.049
H 5.968 -1.746 -1.341
S 2.223 1.040 -0.932
H -3.705 -4.061 -2.833
H 2.908 -4.102 1.762
H -2.246 -7.833 0.591
H -2.362 -10.029 1.712
O 0.086 -2.714 0.936
H -2.835 5.477 2.807
C 1.328 -2.830 1.096
C -4.285 0.483 1.650
C -1.264 -6.378 -2.598
H -3.067 -3.727 -0.483
Ru 0.409 -0.322 0.291
C 3.515 0.152 -0.253
C -0.905 -6.178 -1.279
H -0.771 -7.141 -3.183
H 4.306 -1.507 2.038
C -4.172 -2.501 3.786
C 5.886 -0.934 0.678
C -2.660 -1.081 0.904
H 1.626 -3.784 2.948
C -2.446 4.536 2.427
H 3.025 0.558 1.647
H -0.123 -6.789 -0.845
H -0.514 -8.362 5.179
N -1.725 -0.154 0.999
C -2.834 -2.211 3.998
H -2.127 4.701 1.403
H -2.321 -2.065 0.602
C -1.850 -2.922 3.329
H -5.311 0.714 1.892
C -3.980 -0.792 1.183
Ge -0.928 -5.074 1.395
H -0.071 -0.436 -4.134
H -4.944 -1.937 4.292
H -5.689 4.677 2.014
C -5.321 3.742 1.605
H -0.408 -6.173 4.052
I -1.212 0.969 -2.109
H -0.811 -2.668 3.486
C -3.532 -4.236 2.261
I 0.533 -2.210 -2.163
H -2.562 -1.415 4.678
H 1.335 -6.098 2.070
H 6.441 -0.036 0.397
C -1.925 -9.184 2.226
H -1.568 -1.277 -3.594
Si -3.757 3.165 2.533
H -3.806 -5.043 1.594
C -4.519 -3.520 2.913
C -0.834 -7.025 3.536
C 5.232 -1.516 -0.570
H -4.868 1.950 4.437
S -0.681 2.166 1.300
C -1.865 -7.951 1.597
Cl 1.151 -0.065 2.604
H -1.560 4.290 3.002
C -0.889 -8.250 4.171
C -0.651 -0.782 -3.283
C 1.829 -4.007 1.899
H 1.405 -5.475 0.422
C -2.913 -4.658 -2.399
C -3.313 1.460 1.794
```

---

5.
A molecular structure, C34H41ClMoN4P2. Source: OMol25; level of theory: the ωB97M-V functional and the def2-TZVPD basis.

Computed properties:
2S+1: 3
LUMO energy (spin up / spin down), eV: -7.74 / -8.08
E_HOMO (spin up / spin down), eV: -13.5510 / -13.5549
Net charge: +2
Calculated total energy, a.u.: -2749.43615
Energy relative to the best compared isomer or geometry (same formula, charge and spin), kJ/mol: 36.56
Orbital gap (spin up / spin down), eV: 5.8084 / 5.4771

XYZ file:
```
83
C34H41ClMoN4P2 (the ωB97M-V functional and the def2-TZVPD basis)
C -0.076 1.851 0.847
H -0.298 2.480 1.710
C 4.542 0.144 0.356
C 0.887 4.126 -1.684
C -1.774 -2.456 0.365
C 0.715 -4.159 1.402
H 0.567 -0.940 -4.366
H -0.011 -7.147 3.870
H 1.917 -2.589 0.793
H 1.140 1.928 -4.347
H -2.071 3.280 -0.471
H -1.945 1.957 -4.464
H 0.577 -2.056 -1.857
C 2.396 0.136 -3.591
H -2.846 -2.230 0.303
H -0.674 2.059 3.532
H -0.343 4.498 -3.940
C 0.935 -2.976 0.499
C -1.939 0.798 4.871
C -3.468 0.081 -0.760
H 6.664 -0.213 0.797
C 2.903 0.231 -2.298
N -1.736 0.405 2.638
C 5.113 -1.429 1.895
C 0.841 -5.169 3.640
C -0.622 4.481 -1.582
C -4.775 0.489 -1.003
H -0.314 3.442 -5.337
C 1.244 -0.680 -3.556
H 1.985 2.216 0.138
H -6.022 2.062 -0.006
P 1.757 -0.177 0.316
H 1.315 4.083 -0.668
H 1.385 4.975 -2.200
H 1.022 -3.307 -0.543
C -2.724 -0.351 4.542
H -0.922 5.074 -2.461
N -2.953 0.821 0.312
H -0.301 -7.451 1.419
H -1.525 -3.295 -0.325
C 0.328 -5.451 0.931
Mo -0.269 -1.124 -0.428
H -2.867 -0.679 -1.240
N 2.133 -0.512 -1.439
C -5.087 1.526 -0.065
C -1.866 2.451 -2.409
C 1.034 -1.070 -2.215
H 5.685 -2.073 2.544
H 1.401 -3.141 3.186
H -5.427 0.057 -1.749
H -1.819 1.232 5.854
H -0.278 2.425 -0.061
Cl 0.182 -5.760 -0.750
H -3.324 -0.938 5.219
C -1.775 2.852 -3.847
C 0.254 -6.345 3.184
C 5.626 -0.455 0.970
C 0.044 -6.499 1.810
C -0.407 3.446 -4.244
H 1.165 -5.095 4.680
C 1.039 -4.088 2.777
H 2.954 -1.850 2.405
H -2.978 -1.360 2.555
C -2.579 -0.579 3.177
C 0.695 2.634 -3.647
H -3.821 2.315 1.606
H -0.730 5.165 -0.723
C 1.433 1.528 0.791
H -1.496 -2.758 1.390
C -1.354 1.241 3.693
H -2.550 3.597 -4.102
C 1.185 2.853 -2.420
H 1.974 2.263 -1.959
H 3.773 0.773 -1.987
C -3.961 1.685 0.747
N 3.371 -0.454 0.840
H 1.918 1.629 1.772
H -2.397 1.527 -2.198
C 3.730 -1.379 1.825
P -1.277 0.488 0.938
C -1.530 3.291 -1.422
H 4.507 0.976 -0.329
H 2.794 0.664 -4.449
```

---

Repeat the third record exactly.
A molecular structure, C34H41BrCl2CrN3PS6. Source: OMol25; level of theory: the ωB97M-V functional and the def2-TZVPD basis.

Computed properties:
2S+1: 5
LUMO energy (spin up / spin down), eV: 3.67 / 3.67
E_HOMO (spin up / spin down), eV: 0.5343 / -1.1771
Net charge: -2
Calculated total energy, a.u.: -8753.90763
Orbital gap (spin up / spin down), eV: 3.1323 / 4.8422

XYZ file:
```
89
C34H41BrCl2CrN3PS6 (the ωB97M-V functional and the def2-TZVPD basis)
C 1.574 2.489 -2.495
C 3.472 -0.284 0.447
C 0.785 3.507 2.765
H 4.266 1.728 0.508
Br 0.471 0.443 -5.917
N -0.410 1.224 -1.956
C 0.569 2.117 -1.644
C -3.286 -2.351 0.112
C -5.291 1.916 -0.424
H 1.303 0.586 2.996
C 1.609 1.999 -3.810
C -3.100 2.166 0.693
C -0.414 0.798 -3.250
C -1.368 4.516 3.167
C 3.126 -3.700 -0.078
C -4.038 0.204 -2.206
H 1.170 -3.314 -2.253
H 0.491 -4.492 -0.511
C -4.674 -4.432 -0.670
Cl -2.753 4.542 -4.350
H -1.997 5.247 3.656
C 1.866 -0.246 3.406
H 2.545 1.614 0.104
H 3.085 1.408 1.777
H 3.304 -3.958 0.961
S -3.573 -3.998 -1.951
H -1.209 0.124 -3.533
H -2.019 2.498 -3.458
P 1.697 -1.114 0.693
C 3.330 1.209 0.739
H 1.849 3.481 2.965
H -0.506 -1.000 2.418
Cl -2.048 3.926 -1.605
H 2.217 -2.704 4.271
N -1.799 1.862 0.744
H 2.116 -3.616 2.775
H 0.460 5.202 4.046
C -2.815 -2.637 -1.130
H 2.388 2.252 -4.509
H 4.702 -1.925 1.173
C 4.617 -0.849 1.285
H -0.246 -2.737 2.426
C -3.252 0.711 -1.178
N 0.541 -0.246 0.214
H -0.217 -3.043 0.210
H 0.527 2.512 -0.640
H -5.760 2.560 0.310
C 0.672 -3.672 0.189
C 1.566 -1.519 2.613
C 1.873 -2.838 -0.252
C 0.004 4.477 3.385
H 0.832 -4.107 1.172
H 2.647 -2.363 -2.246
C -5.380 0.529 -2.367
C 2.399 -2.657 3.195
Cr -1.375 0.195 -0.495
H -3.698 2.920 -2.943
H 3.043 -0.120 -1.671
H -3.603 -0.489 -2.921
H -5.949 0.096 -3.183
H 0.805 1.816 1.416
C -3.927 1.605 -0.296
H 2.345 3.165 -2.156
C 0.232 2.589 1.899
S -5.721 -5.703 -0.785
H 2.977 -4.632 -0.632
C -2.687 3.288 -3.114
C 0.086 -1.800 2.857
H 1.544 -0.378 4.442
S -2.670 -1.104 1.117
H -7.071 1.590 -1.569
H 4.018 -3.224 -0.480
S -1.510 -1.819 -1.884
H 1.092 -1.609 -1.845
H 5.558 -0.402 0.955
C -1.924 3.601 2.301
H 4.493 -0.614 2.338
C -1.139 2.637 1.627
H 4.688 0.339 -1.226
H 4.254 -1.356 -1.284
S -3.592 3.448 1.806
C 3.881 -0.370 -1.026
C 0.557 1.148 -4.147
H 2.924 0.002 3.424
C 1.696 -2.512 -1.739
H -0.125 -1.831 3.927
S -4.567 -3.390 0.724
C -6.014 1.373 -1.462
H 3.464 -2.505 3.047
```